Entry 1:
C26H42O44S10 | ωB97M-V with the def2-TZVPD basis set

```
122
Properties=species:S:1:pos:R:3
C 0.25832 -1.22232 -1.08607
C 0.01734 -0.64140 -2.33838
C -0.45966 0.79152 -2.40162
O -0.66921 1.31544 -3.51499
C -0.66135 1.51730 -1.22592
C -0.31432 0.99096 0.06230
C 0.15773 -0.53259 0.12741
O 0.29389 -1.08220 1.24461
O -0.33452 1.63153 1.12298
O -0.05376 -1.38000 -3.32938
H 0.62700 -2.24037 -0.99424
H -1.01270 2.54016 -1.14508
C 0.45913 0.32143 4.49738
C -0.96166 0.76015 4.12655
O -1.82859 -0.02593 4.97093
S -1.11254 -0.17601 6.41042
O -1.55478 -1.38191 7.01435
O -1.27828 1.09261 7.06024
O 0.39926 -0.24268 5.80776
H 1.03286 1.24403 4.40580
H 0.86732 -0.42625 3.81944
H -1.27735 0.63817 3.09590
H -1.11024 1.78068 4.49122
C 2.90023 -4.59267 -1.74587
C 2.59494 -3.70217 -2.99100
O 2.84929 -4.50716 -4.14598
S 2.79278 -6.09593 -3.71906
O 3.69064 -6.89307 -4.47034
O 1.44766 -6.55880 -3.61358
O 3.46878 -5.78054 -2.30480
H 2.00406 -4.83838 -1.16672
H 3.68023 -4.27419 -1.05332
H 3.29990 -2.87757 -2.97429
H 1.54314 -3.42759 -2.97444
C 3.23061 -0.38931 -1.30369
C 2.91487 1.07622 -0.92470
O 3.06308 1.84648 -2.13411
S 3.47072 0.94746 -3.41765
O 4.89689 0.86788 -3.53177
O 2.63464 1.26529 -4.51002
O 2.99312 -0.41142 -2.69614
H 2.49140 -1.06127 -0.86986
H 4.25760 -0.68097 -1.07421
H 3.65701 1.50844 -0.25310
H 1.86111 1.20153 -0.66693
C -3.31993 -1.07301 -1.16925
C -3.54757 0.40323 -1.38678
O -4.34391 0.93870 -0.28412
S -4.23627 -0.02803 0.99235
O -5.55663 -0.39188 1.44846
O -3.23623 0.45992 1.87538
O -3.74663 -1.33544 0.18869
H -2.26754 -1.37737 -1.12916
H -3.69657 -1.78132 -1.90804
H -4.03355 0.78286 -2.28309
H -2.61606 0.97835 -1.34376
C -3.23871 3.08032 1.07699
C -4.58377 3.75696 1.35301
O -4.65788 4.67700 0.25873
S -3.19043 5.38470 0.05435
O -3.18532 6.56939 0.85505
O -2.86130 5.38681 -1.33015
O -2.43694 4.21356 0.84232
H -3.32492 2.31684 0.30621
H -2.95091 2.57181 1.99669
H -4.63730 4.22637 2.33751
H -5.43660 3.08171 1.30347
C -0.30843 -3.26844 3.64730
C -1.64247 -3.03283 2.87922
O -2.59845 -3.94818 3.33156
S -1.99440 -5.03572 4.38301
O -2.28855 -6.35502 3.94891
O -2.37950 -4.64847 5.70372
O -0.46590 -4.65760 4.02341
H -0.24374 -2.59452 4.49888
H 0.52112 -3.28133 2.95271
H -1.36141 -3.23700 1.84562
H -1.86514 -1.97371 2.98570
C 3.96524 -2.64911 3.65765
C 3.56601 -1.85164 2.39650
O 4.46061 -0.75600 2.29699
S 5.13643 -0.45201 3.71285
O 4.25092 0.34005 4.49025
O 6.48734 -0.07546 3.47383
O 5.08316 -1.99584 4.21329
H 4.13752 -3.70546 3.44143
H 3.12393 -2.72660 4.35427
H 2.51355 -1.54026 2.41220
H 3.54819 -2.40671 1.45679
C 0.87699 4.39018 0.66369
C 0.52600 4.72892 2.12935
O 0.47909 6.15744 2.23727
S 1.47988 6.74422 1.10851
O 2.82348 6.49522 1.56775
O 1.02003 8.05570 0.77928
O 1.05174 5.66287 0.00771
H 0.16948 3.84491 0.04255
H 1.71135 3.68475 0.61675
H 1.17853 4.29571 2.88605
H -0.48172 4.42329 2.40663
C -1.71719 -5.68041 -3.59480
C -1.61489 -4.51254 -2.58321
O -2.12615 -3.36976 -3.21421
S -2.84720 -3.70403 -4.61860
O -2.49068 -2.69817 -5.56235
O -4.24697 -3.93725 -4.42081
O -2.00626 -5.06857 -4.86242
H -2.51807 -6.40681 -3.43246
H -0.82903 -6.27819 -3.77649
H -0.60613 -4.38251 -2.20780
H -2.27815 -4.84470 -1.78077
C -0.43995 5.36169 -3.74339
C 0.50687 4.58315 -2.85798
O 1.42592 3.86401 -3.71023
S 1.14294 4.10292 -5.27987
O 0.93031 2.89442 -5.99620
O 2.02565 5.11581 -5.81606
O -0.28990 4.81145 -5.04898
H -0.35783 6.45088 -3.75378
H -1.48708 5.14007 -3.52589
H -0.00086 3.95017 -2.13907
H 1.22217 5.24093 -2.36117
```

gap between HOMO and LUMO = 6.2 eV
energy relative to the best compared isomer or geometry (same formula, charge and spin) = 0.0 kcal per mole
E_tot = -8308.1978 hartree
LUMO energy = 2.913 eV
charge = -2

Entry 2:
C26H43B2NO20Ti | ωB97M-V with the def2-TZVPD basis set

```
93
Properties=species:S:1:pos:R:3
Ti 1.13420 0.51507 -0.19991
O 0.42766 -1.38041 3.48076
C -0.73393 -0.86889 3.45127
O -1.82820 -1.20723 4.04549
B -3.03322 -0.43306 3.62065
O -2.43980 0.62798 2.79791
C -1.17302 0.28181 2.49298
O -0.42537 0.78697 1.62746
O -3.78227 0.10627 4.80560
C -4.96987 -0.32283 4.87530
O -5.75492 -0.08102 5.79135
C -5.22213 -1.26497 3.61129
O -4.04471 -1.35367 2.97141
O -6.30869 -1.83912 3.34536
O 2.05801 1.25406 7.98856
C 2.39313 1.60624 6.86374
O 2.88050 0.93236 5.84148
B 3.21541 1.81927 4.71050
O 3.10267 3.19951 5.30060
C 2.53385 3.15748 6.48908
O 2.14755 4.10370 7.21569
O 2.34233 1.66952 3.53185
C 3.02395 1.50944 2.42298
O 2.62193 1.44759 1.26592
C 4.48117 1.45442 2.83990
O 4.56341 1.58570 4.14618
O 5.40243 1.41324 2.06068
C 3.22682 -0.82208 -3.75659
C 3.69978 -0.27357 -2.42482
C 4.88077 0.71434 -2.59302
O 2.58805 0.48660 -2.01831
H 3.97353 -1.47219 -4.21254
H 2.98465 -0.01272 -4.44535
H 2.25222 -1.30757 -3.80717
H 3.86674 -1.10113 -1.73536
H 4.83788 1.33133 -3.49057
H 5.81672 0.17187 -2.72653
H 4.90028 1.26621 -1.65325
H 2.49573 1.28963 -2.53620
C 2.82544 -2.94505 1.89041
C 2.37000 -2.33668 0.54411
C 2.12190 -3.41683 -0.57769
O 1.17068 -1.69803 0.84494
H 3.80752 -3.38995 1.73015
H 2.10668 -3.71132 2.18078
H 2.87145 -2.28436 2.75613
H 3.10152 -1.60184 0.20796
H 3.07554 -3.91989 -0.73768
H 1.88136 -3.00228 -1.55666
H 1.40451 -4.16178 -0.23343
H 1.15625 -1.59165 1.79892
C 1.92193 4.08681 -1.10154
C 0.62588 3.55889 -0.54307
C -0.39092 4.55482 -0.74466
O 0.40178 2.41659 -1.23270
H 2.74963 3.39233 -0.95764
H 2.39375 4.86588 -0.50276
H 1.88470 4.31007 -2.16778
H 0.79987 3.46663 0.52899
H -0.36612 4.89267 -1.78068
H -0.31555 5.39982 -0.06026
H -1.41529 4.20030 -0.63034
H 0.28390 2.72969 -2.13252
C -3.15272 1.25503 -0.86431
C -3.31554 -0.12602 -1.50316
C -4.20767 0.06262 -2.70371
C -4.34574 -1.09925 -3.76179
C -2.97066 -1.59019 -4.17317
C -1.94902 -1.80198 -3.00691
N -2.01125 -0.63213 -2.03675
O -1.08966 -0.72277 -0.98111
C -2.26305 -3.16851 -2.35885
C -0.52382 -1.88552 -3.67740
C -3.85596 -1.14221 -0.47208
H -4.09280 1.75736 -0.63624
H -2.60571 1.95008 -1.50132
H -2.62602 1.26315 0.08995
H -5.17539 -0.00764 -2.20704
H -4.00821 0.95686 -3.29417
H -4.90207 -0.80700 -4.65240
H -4.93582 -1.83692 -3.21797
H -2.51118 -0.86736 -4.84733
H -3.14739 -2.54771 -4.66310
H -3.32472 -3.35205 -2.19374
H -1.76097 -4.00494 -2.84506
H -1.85523 -3.18963 -1.34824
H -0.42477 -2.57296 -4.51748
H -0.17319 -0.99124 -4.19258
H 0.25553 -2.11003 -2.94918
H -4.21059 -2.04490 -0.96957
H -4.70957 -0.72119 0.05914
H -3.18814 -1.45244 0.33158
H -1.51996 -1.37521 -0.42366
```

gap between HOMO and LUMO (alpha / beta) = 2.2 / 6.5 eV
energy relative to the best compared isomer or geometry (same formula, charge and spin) = 0.0 kcal per mole
E_tot = -3475.5967 hartree
LUMO energy (alpha / beta) = 3.066 / 3.125 eV
2S+1 = 5
<S²> = 6.01
charge = -2

Entry 3:
C26H43Cl36FIN2O2 | ωB97M-V with the def2-TZVPD basis set

```
111
Properties=species:S:1:pos:R:3
N 2.19382 -1.33552 1.90192
C 1.68664 -0.47477 1.13112
C 2.14452 -0.18367 -0.30319
C 0.97664 -0.60237 -1.20953
C -0.14811 0.20844 -1.15259
F -0.19875 1.27351 -0.38992
N -1.22077 -0.07872 -1.84225
C -1.30196 -1.16472 -2.63699
C -0.25246 -2.01232 -2.78423
I -0.43240 -3.75510 -3.99917
C 0.99096 -1.72488 -2.01893
C 2.31218 -2.62680 -1.98434
O 3.15405 -2.62246 -2.83020
O 2.35645 -3.44303 -0.90127
H 2.97274 -1.78127 1.41145
H 0.82380 0.10905 1.46024
H 3.01623 -0.80251 -0.51780
H 2.36092 0.89642 -0.45662
H -2.03928 0.54062 -1.74017
H -2.22208 -1.38524 -3.15971
H 2.99930 -3.10452 -0.26532
C 0.33099 -7.89698 -4.73767
Cl -0.67073 -6.51409 -5.20643
Cl 1.13459 -7.52242 -3.21350
H -0.30417 -8.76738 -4.62171
H 1.08412 -8.08570 -5.49359
C -3.25598 3.16409 -0.41547
Cl -3.12033 2.41939 -2.03010
Cl -4.84334 2.88054 0.28513
H -2.50249 2.73379 0.23524
H -3.09528 4.23323 -0.51049
C 2.97254 2.71634 -2.93552
Cl 3.53476 1.35554 -3.91027
Cl 3.37165 2.47740 -1.23003
H 3.45535 3.62168 -3.28470
H 1.89629 2.80440 -3.03718
C 0.58856 0.35849 3.76715
Cl 0.97043 1.37909 5.15737
Cl -0.87665 0.91377 2.94163
H 1.41688 0.38693 3.06911
H 0.42758 -0.65462 4.11051
C 0.67890 4.53868 7.08835
Cl 0.24544 5.41365 8.55993
Cl 2.42941 4.31709 6.95058
H 0.20522 3.56384 7.10923
H 0.33280 5.10342 6.23078
C 0.41378 -3.69065 2.36337
Cl -0.58579 -2.38655 1.68691
Cl 1.28129 -3.19142 3.81938
H -0.23680 -4.52329 2.61619
H 1.13577 -3.99423 1.61448
C 5.26681 4.71257 -5.34521
Cl 5.50803 5.16140 -3.64886
Cl 3.85024 5.51305 -6.03397
H 6.14484 5.00332 -5.90945
H 5.12358 3.63911 -5.40418
C 2.08736 -1.07093 -6.10059
Cl 1.81440 -2.10885 -4.68014
Cl 3.54990 -1.54408 -6.97230
H 1.23877 -1.15745 -6.76916
H 2.19440 -0.04737 -5.76855
C 1.29746 -7.69605 0.47440
Cl 2.40462 -6.40759 0.97477
Cl 0.00655 -7.93344 1.65057
H 0.85379 -7.42374 -0.47484
H 1.85763 -8.61847 0.37566
C -0.99308 1.32619 -7.55546
Cl -1.21051 0.32056 -6.10829
Cl 0.40228 0.80162 -8.49795
H -1.88440 1.24415 -8.16610
H -0.84089 2.35504 -7.25155
C -1.50647 7.12905 0.06694
Cl -1.37147 6.38365 -1.53633
Cl -3.09998 6.84649 0.77062
H -0.75275 6.69961 0.71621
H -1.34818 8.19667 -0.02907
C -1.80537 -4.70447 5.32521
Cl -1.69407 -5.80840 3.93981
Cl -3.35128 -4.86070 6.15772
H -1.00640 -4.93969 6.01827
H -1.70188 -3.68646 4.96562
C -3.71220 7.13849 -4.17069
Cl -3.55701 6.37841 -5.76154
Cl -5.29954 6.84172 -3.45547
H -2.95947 6.72167 -3.51401
H -3.57029 8.20746 -4.27898
C -3.76355 1.13148 5.20576
Cl -3.31639 -0.51721 4.76155
Cl -3.20081 1.54869 6.82846
H -3.31184 1.81639 4.49684
H -4.84327 1.22006 5.17738
C -4.89727 2.08462 10.13176
Cl -4.49766 3.12805 11.49999
Cl -6.35764 2.62843 9.29725
H -4.07251 2.09861 9.43090
H -5.06090 1.07766 10.49712
C -3.38073 -7.37019 0.57784
Cl -2.35706 -7.37230 -0.86494
Cl -4.24876 -5.84278 0.75760
H -4.10105 -8.17518 0.49335
H -2.75242 -7.51935 1.44806
C 1.39239 -2.79615 -9.83275
Cl 1.46825 -3.67393 -11.36095
Cl -0.18082 -2.99424 -9.04260
H 2.16260 -3.17525 -9.17189
H 1.55183 -1.74151 -10.02681
C 4.51246 5.75961 10.14059
Cl 4.91652 4.73644 11.52385
Cl 5.92423 6.65014 9.55686
H 4.14086 5.13177 9.33934
H 3.75089 6.46942 10.44112
```

gap between HOMO and LUMO = 7.4 eV
energy relative to the best compared isomer or geometry (same formula, charge and spin) = 0.0 kcal per mole
E_tot = -18240.5630 hartree
LUMO energy = -4.030 eV
charge = +1

Entry 4:
C26H43Cl3HoO2P2 | ωB97M-V with the def2-TZVPD basis set

```
77
Properties=species:S:1:pos:R:3
Ho -0.75740 1.50708 2.47879
C -0.76710 3.96943 2.16745
C -1.18629 3.39355 0.93094
C -2.76979 2.82024 2.53240
C -1.72161 3.57514 3.18676
C -2.41781 2.69804 1.14727
C 0.32641 4.95875 2.25245
H 0.99501 4.85968 1.39591
H 0.91829 4.81689 3.16010
H -0.04664 5.99370 2.25305
C -1.72530 4.09117 4.57858
H -0.76109 3.90315 5.08088
H -2.52309 3.61657 5.16424
H -1.89002 5.18699 4.57701
C -3.98302 2.22941 3.16598
H -4.61419 3.03663 3.56304
H -3.77746 1.53860 3.99742
H -4.57012 1.67511 2.42019
C -3.14892 2.02579 0.04950
H -3.78850 2.73458 -0.49918
H -3.78262 1.21517 0.42308
H -2.45089 1.61043 -0.69323
C -0.49251 3.50195 -0.37409
H -0.97208 4.22414 -1.06014
H -0.48178 2.53439 -0.89925
H 0.55044 3.82137 -0.26808
C 2.47993 0.86148 -0.59975
C 2.46210 1.97938 -1.33350
C 2.26169 2.09916 -2.80795
C 1.57751 0.89236 -3.50749
C 0.14221 0.68790 -3.12082
C -0.31551 -0.09773 -2.13982
C 0.40742 -0.59150 -0.93065
C 1.93561 -0.49493 -0.93824
H 3.21704 2.26881 -3.34115
H 2.17515 -0.02178 -3.39569
H 1.66063 3.01059 -2.97347
H 2.35974 -0.86251 -1.87762
H 2.86300 0.92897 0.43220
H 2.71796 2.93650 -0.84258
H 2.34137 -1.18284 -0.18182
H 0.05371 -0.05140 -0.02481
H -1.37750 -0.37374 -2.14078
H 0.13548 -1.65399 -0.76691
H 1.57937 1.11751 -4.58395
H -0.59153 1.23730 -3.74488
P 1.08881 -3.69858 -1.27052
P -1.77566 -4.71055 -1.10876
C 0.83975 -5.49254 -1.78448
C -0.48241 -6.05395 -1.28995
H 1.68886 -6.07453 -1.39561
H 0.88240 -5.54370 -2.88150
H -0.86322 -6.82382 -1.98099
H -0.35994 -6.50010 -0.29205
C -3.09971 -5.94861 -0.75128
H -4.07951 -5.45999 -0.75979
H -2.91972 -6.36102 0.24971
H -3.09037 -6.77045 -1.48091
C -2.11073 -4.53520 -2.92713
H -2.05845 -5.50278 -3.44651
H -1.39671 -3.84070 -3.38241
H -3.11647 -4.11771 -3.05635
C 2.20874 -4.05416 0.14998
H 2.46874 -3.11848 0.66346
H 3.12289 -4.55248 -0.19686
H 1.67797 -4.69864 0.86376
C 2.22425 -3.35156 -2.68017
H 1.92917 -3.96112 -3.54428
H 3.25598 -3.58721 -2.39430
H 2.14355 -2.30905 -2.99377
Cl 4.44773 3.40926 4.69922
C 3.37573 2.67677 3.53764
Cl 3.45872 3.55566 1.97506
Cl 3.78468 0.95800 3.29067
C 1.88696 2.74954 4.03084
O 1.53522 3.53129 4.91121
O 1.08547 1.95895 3.33470
```

gap between HOMO and LUMO (alpha / beta) = 5.4 / 5.5 eV
energy relative to the best compared isomer or geometry (same formula, charge and spin) = 0.7 kcal per mole
E_tot = -4178.0485 hartree
LUMO energy (alpha / beta) = -4.565 / -4.463 eV
2S+1 = 5
<S²> = 6.01
charge = +1

Entry 5:
C26H43Cl3LaO2P2 | ωB97M-V with the def2-TZVPD basis set

```
77
Properties=species:S:1:pos:R:3
La 0.15159 -0.28242 1.89935
C -0.61811 -2.21672 2.70675
C 0.76119 -2.34822 2.27315
C 0.68029 -0.75542 3.98315
C -0.67251 -1.23062 3.73175
C 1.55579 -1.46972 3.10185
C -1.76561 -3.06242 2.24295
H -1.54701 -3.54402 1.28655
H -2.68021 -2.47422 2.12915
H -1.96991 -3.85982 2.97025
C -1.88811 -0.77262 4.47465
H -2.80011 -0.98732 3.91145
H -1.84681 0.30678 4.64875
H -1.96061 -1.28012 5.44595
C 1.05909 0.23908 5.03655
H 1.11319 -0.23062 6.02845
H 0.32329 1.04828 5.07965
H 2.03499 0.68478 4.82345
C 3.05359 -1.42682 3.13255
H 3.43189 -2.06942 3.93885
H 3.42719 -0.41532 3.31455
H 3.48319 -1.79012 2.19565
C 1.29479 -3.38952 1.33565
H 1.66789 -4.26652 1.88425
H 2.12019 -2.99542 0.73565
H 0.51979 -3.73662 0.64675
C -2.02841 0.72388 -5.29515
C -1.91541 -0.60772 -5.36725
C -0.91761 -1.45992 -6.10665
C 0.38829 -0.77962 -6.57325
C 1.19159 -0.19752 -5.43505
C 1.06139 0.99418 -4.83995
C 0.09739 2.11798 -5.11585
C -1.16621 1.78298 -5.93885
H -1.41211 -1.91422 -6.97975
H 0.16789 -0.02762 -7.33285
H -0.65411 -2.30292 -5.45235
H -0.88721 1.50718 -6.95735
H -2.83131 1.10878 -4.66585
H -2.65241 -1.18632 -4.80865
H -1.75531 2.70368 -6.02605
H -0.21971 2.52688 -4.14615
H 1.75229 1.20438 -4.02255
H 0.63739 2.93878 -5.61395
H 0.99679 -1.54332 -7.07205
H 1.96029 -0.85842 -5.03355
P -0.93631 -0.20992 -0.09265
P 1.63789 1.03718 0.81835
C -0.13011 0.98848 -1.28605
C 0.75409 1.97338 -0.51425
H -0.89011 1.50188 -1.88515
H 0.47959 0.38908 -1.97305
H 1.45799 2.49788 -1.17095
H 0.13769 2.71048 0.00995
C 2.47899 2.36578 1.76595
H 3.17509 1.95888 2.50785
H 1.72919 2.97748 2.27695
H 3.01419 2.99158 1.04725
C 3.04869 0.28788 -0.10545
H 3.46329 0.99118 -0.83645
H 2.70739 -0.61362 -0.62195
H 3.83739 0.00108 0.59465
C -2.69311 0.33838 -0.07725
H -3.30661 -0.28152 0.58625
H -3.06961 0.29638 -1.10215
H -2.73381 1.37918 0.25835
C -1.05591 -1.70802 -1.16145
H -0.07871 -2.19552 -1.21655
H -1.38381 -1.43912 -2.17195
H -1.77491 -2.41382 -0.73765
Cl -0.65721 4.11138 6.25005
C -1.61191 2.78818 5.54595
Cl -1.39521 1.45128 6.74615
Cl -3.33291 3.20008 5.72165
C -1.28801 2.71998 4.00695
O -1.53071 3.81948 3.33565
O -0.79471 1.67918 3.30675
```

gap between HOMO and LUMO = 6.6 eV
energy relative to the best compared isomer or geometry (same formula, charge and spin) = 355.0 kcal per mole
E_tot = -3261.1343 hartree
LUMO energy = -4.209 eV
charge = +1